[1]
A molecular structure, C29H25BN10O2Sr at a distorted geometry, computed with the ωB97M-V functional and the def2-TZVPD basis.

```
! wB97M-V def2-TZVPD RIJCOSX def2/J DEFGRID3
* xyz 1 2
H -0.76 4.70 2.70
C 1.42 -3.70 -4.01
C 2.38 5.58 2.70
N 0.75 3.12 -0.73
C 0.76 -3.93 -2.78
C 1.70 6.43 1.80
H -3.18 -1.86 3.78
N -0.02 2.40 -1.59
H 3.04 5.85 3.50
C 1.52 -0.43 1.27
H 0.35 5.76 0.16
H 2.54 2.21 2.87
C -3.25 -3.84 2.97
C 2.12 1.42 2.28
N -0.94 3.19 1.24
O -1.87 -0.68 1.78
C 1.01 5.57 0.99
C -1.43 4.04 2.16
C -0.19 -1.60 -2.95
H 2.41 4.41 -0.92
C 0.51 -1.43 -4.20
H 0.44 -5.35 -1.21
N -0.62 -3.19 -1.02
N 1.20 1.71 1.34
H 1.72 7.50 1.75
C -2.21 -1.98 1.86
C -1.91 0.12 2.98
C -3.08 2.91 1.28
H -1.95 -4.82 0.01
H -3.80 -4.23 3.82
C -2.91 -2.50 2.95
C 2.22 -4.68 -4.57
B 0.60 3.06 0.82
H -3.21 -5.73 1.94
C 0.94 -5.16 -2.15
N -1.97 2.47 0.70
C 2.36 0.06 2.27
N 1.27 4.30 1.39
H 1.80 -2.29 -5.63
H -1.40 -0.42 3.78
H 1.39 -1.44 0.93
H -2.94 0.35 3.25
H 2.72 -4.49 -5.51
H -3.49 4.44 2.85
C 1.27 -2.42 -4.69
H -4.03 2.49 1.00
C -2.92 -4.69 1.92
H 3.04 -0.49 2.89
H 1.87 -7.08 -2.21
C -2.80 3.90 2.23
C -1.84 -2.83 0.79
H -1.37 1.03 2.74
C -0.05 -2.87 -2.20
H 0.40 -0.48 -4.70
O -0.87 -0.67 -2.49
N 0.82 0.56 0.71
C 1.53 3.52 -2.77
C 1.69 3.79 -1.43
H -0.02 2.19 -3.66
C 0.45 2.65 -2.81
H 2.11 3.91 -3.59
C 1.74 -6.13 -2.71
C -2.22 -4.19 0.84
N -1.12 -2.27 -0.27
H 3.01 -6.66 -4.37
N 2.11 4.31 2.46
C 2.38 -5.90 -3.93
Sr -1.22 0.49 -0.58
*
```

HOMO level (spin up / spin down) = -0.404 / -0.412 Eh
E_LUMO (spin up / spin down) = -3.9 / -5.6 eV
gap between HOMO and LUMO (spin up / spin down) = 7.05 / 5.60 eV



[2]
3 unconnected molecules or ions with the total composition C4H16N2O2 at a distorted geometry, computed with the ωB97M-V functional and the def2-TZVPD basis.

```
! wB97M-V def2-TZVPD RIJCOSX def2/J DEFGRID3
* xyz 2 1
C 0.87 0.62 0.61
H 1.70 -3.93 0.05
H 0.31 -2.07 -1.32
N 0.12 -1.51 -0.48
H 1.73 -0.15 -1.23
H -0.94 -1.37 -0.64
H -3.15 -1.67 -1.13
H 1.89 0.65 0.96
N 1.07 3.17 0.92
H -1.52 3.21 0.37
H 0.11 0.39 -1.42
H -1.82 1.43 0.61
H -2.72 -0.20 -0.81
O -2.40 -1.06 -1.06
O 0.74 -3.86 -0.01
H 0.34 -4.73 0.08
H 2.09 3.08 0.91
C 0.74 -0.18 -0.76
H 0.76 3.43 1.85
C 0.20 1.98 0.54
H 0.21 0.01 1.24
H 0.38 -2.00 0.38
H 0.94 3.91 0.22
C -1.09 2.22 0.52
*
```

HOMO level = -0.674 Eh
relative energy (zero: lowest compared OMol25 entry of this formula, charge and spin) = 1.585 eV
E_LUMO = -7.0 eV
gap between HOMO and LUMO = 11.34 eV



[3]
A molecular structure, C35H25N3O5Os, computed with the ωB97M-V functional and the def2-TZVPD basis.

```
! wB97M-V def2-TZVPD RIJCOSX def2/J DEFGRID3
* xyz 0 1
H 2.80 -1.94 -1.08
C -2.88 0.47 -1.05
C 0.33 -4.04 0.89
C 4.69 -0.30 3.23
C -2.76 0.16 1.54
C 1.35 0.23 -4.26
H -0.39 -4.57 1.48
C 3.43 0.05 1.26
C 1.28 4.36 -1.14
C -4.00 1.30 -1.09
H 0.60 -6.68 0.60
C -2.60 0.29 3.94
H 2.23 -6.41 1.21
C 3.19 -0.25 3.59
N 1.17 0.77 -1.96
C -4.20 0.92 -3.46
C -3.89 -0.22 4.05
H -1.57 -0.79 -2.19
H 0.88 5.08 2.14
H -4.34 1.78 -0.19
C -3.09 0.09 -3.42
C 2.09 -2.57 -0.56
C 1.54 -6.19 0.39
N -0.85 0.27 0.14
H 1.58 1.91 -5.58
C 1.46 1.59 -4.56
C 1.21 -0.14 -2.95
C 1.26 2.09 -2.22
H -4.60 -0.61 0.77
C 1.17 5.12 0.01
H -5.61 -0.94 2.99
H -1.02 0.86 2.62
O 1.24 0.03 2.06
H 1.49 3.57 -3.76
H 0.69 2.63 2.27
C 0.85 3.11 1.31
C -2.12 0.30 0.21
H -4.72 1.09 -4.39
C -2.03 0.48 2.69
H 1.38 -0.53 -5.03
C 2.26 -3.94 -0.49
O 5.83 -0.12 1.05
C 0.95 4.49 1.23
C 2.53 -0.05 2.30
H 1.97 -6.62 -0.51
H 1.26 6.20 -0.04
C -4.61 -0.54 2.91
C 4.81 -0.10 1.70
C 0.95 2.32 0.17
H -0.55 -2.11 1.28
C 0.23 -2.66 0.77
H 3.10 -4.40 -0.99
C -4.65 1.52 -2.29
H -4.33 -0.37 5.03
O 2.97 0.21 0.04
H -2.74 -0.39 -4.33
H -2.03 0.53 4.83
Os 0.92 0.29 0.06
H -5.52 2.17 -2.32
C 1.17 2.97 -1.05
H 1.12 -1.17 -2.64
H 1.45 4.86 -2.08
O 5.60 -0.43 4.00
C -4.05 -0.35 1.66
O 2.69 -0.39 4.68
C 1.37 -4.71 0.25
C 1.41 2.51 -3.54
C -2.43 -0.13 -2.23
N 1.09 -1.94 0.05
*
```

HOMO level = -0.267 Eh
E_LUMO = -1.0 eV
gap between HOMO and LUMO = 6.28 eV



no.,energy (a.u.)
1,-1873.66825
2,-421.35939
3,-1979.91683